[1]
C4H10NSi | the ωB97M-V functional and the def2-TZVPD basis

Values from the calculation:
2S+1: 3
Total charge: +1
Frontier orbital gap (spin up / spin down) (hartree): 0.21783 / 0.21528

Last column: Mulliken charge in e.
Geometry (Å):
C  1.243  -0.599  0.392  -0.642
C  2.274  0.014  0.191  0.361
C  -2.402  1.118  0.009  -0.891
C  -2.377  -0.429  0.195  -0.610
N  3.625  0.307  -0.093  -0.373
Si  -0.601  -1.261  -0.034  0.529
H  -2.024  1.273  -1.063  0.259
H  -1.685  1.774  0.681  0.265
H  -3.517  1.482  -0.062  0.297
H  -2.536  -0.612  1.229  0.296
H  3.656  0.977  -0.920  0.436
H  4.317  -0.432  0.045  0.370
H  4.131  0.978  0.698  0.459
H  -3.197  -0.936  -0.323  0.412
H  -0.745  -2.625  0.469  -0.084
H  -0.161  -1.029  -1.415  -0.085

[2]
C4H10O | the ωB97M-V functional and the def2-TZVPD basis

Values from the calculation:
Total charge: 0
Frontier orbital gap (hartree): 0.40634
Structure (SMILES): CC(C)(C)O

Last column: Mulliken charge in e.
Geometry (Å):
C  -0.997  -1.165  0.158  -1.595
C  0.090  -0.053  0.182  1.329
C  -0.681  1.306  -0.033  -1.242
C  1.295  -0.308  -0.709  -1.458
H  -1.822  -0.981  0.917  0.345
H  -0.646  -2.140  0.380  0.408
H  -1.518  -1.150  -0.774  0.385
H  -0.792  1.551  -1.225  0.259
H  0.078  2.028  0.318  0.299
H  -1.668  1.478  0.468  0.329
H  1.692  -1.214  -0.310  0.384
H  1.896  0.586  -0.663  0.457
H  0.885  -0.462  -1.702  0.332
H  1.479  0.555  1.484  0.358
O  0.708  -0.031  1.510  -0.590

[3]
C4H10O | the ωB97M-V functional and the def2-TZVPD basis

Values from the calculation:
Total charge: 0
Frontier orbital gap (hartree): 0.34534
Structure (SMILES): C=COCC.[H][H]

Last column: Mulliken charge in e.
Geometry (Å):
C  1.869  0.925  0.066  -0.910
C  0.917  -0.041  -0.125  0.001
O  -0.131  0.262  -0.896  -0.335
C  -1.327  -0.464  -0.681  -0.316
C  -2.095  0.207  0.434  -0.965
H  2.762  -0.669  0.662  0.034
H  1.502  1.937  0.130  0.248
H  2.909  0.852  -0.215  0.362
H  2.584  -1.226  0.172  0.025
H  0.799  -0.990  0.409  0.334
H  -1.102  -1.518  -0.454  0.319
H  -1.859  -0.428  -1.635  0.274
H  -3.064  -0.269  0.588  0.367
H  -2.245  1.261  0.180  0.286
H  -1.519  0.161  1.366  0.278

[4]
C4H10O | the ωB97M-V functional and the def2-TZVPD basis

Values from the calculation:
Total charge: 0
Frontier orbital gap (hartree): 0.33897

Last column: Mulliken charge in e.
Geometry (Å):
C  1.162  -1.111  -1.274  -1.155
C  -0.009  -1.040  -0.295  -0.279
C  0.168  0.047  0.749  -0.419
C  -0.957  0.688  1.323  -0.538
O  -0.687  2.285  0.437  -0.688
H  1.263  -0.170  -1.827  0.306
H  2.104  -1.281  -0.740  0.295
H  1.036  -1.924  -1.997  0.349
H  -0.937  -0.858  -0.857  0.254
H  -0.134  -2.026  0.180  0.280
H  0.123  1.399  0.200  0.398
H  1.043  -0.048  1.392  0.362
H  -1.964  0.453  0.977  0.275
H  -0.915  1.111  2.322  0.220
H  -1.304  2.369  -0.311  0.341

[5]
C4H10O | the ωB97M-V functional and the def2-TZVPD basis

Values from the calculation:
Total charge: 0
Frontier orbital gap (hartree): 0.38963
Structure (SMILES): C=C(C)C.O

Last column: Mulliken charge in e.
Geometry (Å):
C  0.057  1.494  0.303  -1.168
C  0.044  0.240  -0.529  0.551
C  1.377  -0.428  -0.731  -1.122
C  -1.086  -0.269  -1.027  -0.753
O  -0.646  -1.513  1.924  -0.674
H  0.535  1.301  1.271  0.308
H  -0.954  1.869  0.485  0.303
H  0.634  2.286  -0.189  0.344
H  -0.669  -1.254  0.990  0.390
H  2.063  0.224  -1.287  0.356
H  1.844  -0.641  0.238  0.310
H  1.279  -1.369  -1.278  0.296
H  -1.091  -1.182  -1.618  0.280
H  -2.049  0.212  -0.866  0.277
H  -1.339  -0.969  2.316  0.304

[6]
C4H10O | the ωB97M-V functional and the def2-TZVPD basis

Values from the calculation:
Total charge: 0
Frontier orbital gap (hartree): 0.37311
Structure (SMILES): C=C(C)CO.[H][H]

Last column: Mulliken charge in e.
Geometry (Å):
C  -0.568  -1.198  0.741  -1.320
C  0.195  0.005  0.264  0.643
C  0.411  1.084  1.013  -0.826
C  0.693  -0.096  -1.156  -0.472
O  1.822  0.727  -1.340  -0.518
H  -1.205  -0.975  1.601  0.363
H  -1.205  -1.614  -0.049  0.354
H  -2.727  0.760  0.164  0.191
H  0.142  -1.982  1.034  0.346
H  0.998  1.918  0.641  0.270
H  -2.093  1.133  0.280  -0.185
H  0.016  1.152  2.024  0.291
H  -0.137  0.198  -1.825  0.253
H  0.921  -1.149  -1.390  0.308
H  2.039  0.726  -2.279  0.301

[7]
C4H10O | the ωB97M-V functional and the def2-TZVPD basis

Values from the calculation:
Total charge: 0
Frontier orbital gap (hartree): 0.37468
Structure (SMILES): C=C(C)CO.[H][H]

Last column: Mulliken charge in e.
Geometry (Å):
C  -0.240  -1.524  0.136  -1.278
C  -0.352  -0.040  -0.092  0.640
C  -0.792  0.498  -1.226  -0.835
C  0.096  0.807  1.070  -0.429
O  -0.332  2.140  0.908  -0.520
H  -0.333  -2.082  -0.801  0.342
H  0.725  -1.786  0.591  0.335
H  2.389  -0.916  -1.622  0.228
H  -1.026  -1.869  0.822  0.347
H  -0.873  1.574  -1.338  0.277
H  1.795  -0.469  -1.632  -0.227
H  -1.091  -0.125  -2.065  0.273
H  1.198  0.744  1.128  0.266
H  -0.292  0.368  2.005  0.287
H  0.057  2.664  1.617  0.294

[8]
C4H10O | the ωB97M-V functional and the def2-TZVPD basis

Values from the calculation:
Total charge: 0
Frontier orbital gap (hartree): 0.38854
Structure (SMILES): C/C=C/C.O

Last column: Mulliken charge in e.
Geometry (Å):
C  2.104  0.017  -0.397  -1.137
C  0.745  -0.613  -0.291  0.113
C  -0.400  -0.024  -0.642  -0.404
C  -1.767  -0.626  -0.493  -1.022
O  -0.885  1.144  2.130  -0.671
H  2.031  1.081  -0.646  0.276
H  2.711  -0.471  -1.169  0.340
H  2.652  -0.074  0.548  0.313
H  0.707  -1.628  0.108  0.267
H  -0.359  0.548  1.577  0.351
H  -0.360  0.988  -1.054  0.320
H  -2.244  -0.783  -1.467  0.350
H  -1.721  -1.588  0.028  0.273
H  -2.409  0.040  0.094  0.308
H  -0.806  1.991  1.675  0.322

[9]
C4H10O | the ωB97M-V functional and the def2-TZVPD basis

Values from the calculation:
Total charge: 0
Frontier orbital gap (hartree): 0.32670
Structure (SMILES): C=CCC.O

Last column: Mulliken charge in e.
Geometry (Å):
C  -1.381  1.204  0.730  -1.175
C  -0.154  0.524  0.100  -0.218
C  -0.473  -0.200  -1.208  -0.248
C  -1.661  -0.088  -1.850  -0.712
H  -1.923  1.784  -0.013  0.305
H  -1.016  1.900  1.491  0.329
H  -2.084  0.552  1.253  0.323
H  0.429  1.423  -0.151  0.227
H  0.309  -0.176  0.771  0.294
H  0.417  -0.659  -1.636  0.350
H  -2.307  -0.928  -2.100  0.230
H  -2.147  0.873  -2.000  0.294
H  4.311  -2.776  1.364  0.314
H  4.036  -1.349  1.869  0.319
O  3.644  -2.085  1.380  -0.631

[10]
C4H10O | the ωB97M-V functional and the def2-TZVPD basis

Values from the calculation:
Total charge: 0
Frontier orbital gap (spin up / spin down) (hartree): 0.30504 / 0.28896

Last column: Mulliken charge in e.
Geometry (Å):
C  1.947  -0.163  -0.586  -0.661
O  1.219  -0.051  0.515  -0.279
C  0.195  0.710  0.667  -0.113
C  -0.937  -0.763  -1.398  -0.769
C  -0.673  0.550  1.859  -1.008
H  0.155  -0.752  -1.218  0.073
H  2.807  -0.804  -0.491  0.256
H  1.892  0.648  -1.305  0.326
H  0.000  1.450  -0.104  0.497
H  -1.488  -1.209  -0.565  0.243
H  -1.062  -1.375  -2.290  0.341
H  -1.332  0.239  -1.591  0.231
H  -1.723  0.400  1.564  0.282
H  -0.642  1.439  2.500  0.293
H  -0.359  -0.319  2.444  0.289

[11]
C4H10O | the ωB97M-V functional and the def2-TZVPD basis

Values from the calculation:
Total charge: 0
Frontier orbital gap (hartree): 0.33777

Last column: Mulliken charge in e.
Geometry (Å):
C  -2.232  -0.134  -0.141  -0.973
C  -0.862  0.285  0.307  -0.237
C  0.279  -0.612  -0.033  -0.401
C  1.590  0.138  0.032  -0.547
O  2.618  -0.821  -0.074  -0.499
H  -2.344  -0.931  -0.880  0.277
H  -3.110  0.101  0.465  0.262
H  -1.728  0.846  -0.631  0.255
H  -0.517  1.485  -0.441  0.071
H  -0.880  0.743  1.285  0.334
H  0.141  -1.048  -1.032  0.250
H  0.301  -1.448  0.674  0.285
H  1.633  0.882  -0.781  0.332
H  1.645  0.697  0.983  0.286
H  3.457  -0.356  -0.146  0.304

[12]
C4H10O | the ωB97M-V functional and the def2-TZVPD basis

Values from the calculation:
2S+1: 2
Total charge: +1
Frontier orbital gap (spin up / spin down) (hartree): 0.26155 / 0.12664

Last column: Mulliken charge in e.
Geometry (Å):
C  0.676  -2.036  -1.612  -0.706
C  1.460  -1.903  -2.954  -0.791
H  -0.201  -1.395  -1.514  0.235
H  1.347  -1.655  -0.829  0.206
H  0.418  -3.077  -1.438  0.263
H  1.422  -2.850  -3.484  0.267
H  0.917  -1.272  -3.665  0.262
H  2.396  -1.383  -2.793  0.264
O  -0.380  3.601  1.810  0.002
C  -0.528  2.481  2.182  0.288
C  -1.770  1.996  2.945  -0.658
H  0.309  1.756  2.093  0.379
H  -2.567  1.853  2.223  0.331
H  -2.088  2.800  3.616  0.341
H  -1.411  1.083  3.419  0.316

[13]
C4H10O | the ωB97M-V functional and the def2-TZVPD basis

Values from the calculation:
2S+1: 2
Total charge: +1
Frontier orbital gap (spin up / spin down) (hartree): 0.27052 / 0.09032

Last column: Mulliken charge in e.
Geometry (Å):
C  0.180  -3.937  0.843  -0.155
C  0.668  -3.167  -0.218  -0.120
H  -0.819  -3.744  1.226  0.290
H  0.713  -4.763  1.300  0.303
H  0.029  -2.351  -0.539  0.286
H  1.624  -3.408  -0.660  0.306
C  0.272  1.975  -0.237  -0.117
O  -0.496  2.206  -1.418  -0.507
C  -0.555  2.268  1.027  -0.878
H  0.591  0.943  -0.343  0.128
H  1.149  2.619  -0.192  0.280
H  -0.348  3.118  -1.703  0.320
H  -1.566  2.585  0.793  0.309
H  -0.640  1.388  1.672  0.255
H  -0.041  2.987  1.655  0.299

[14]
C4H10O2 | the ωB97M-V functional and the def2-TZVPD basis

Values from the calculation:
Total charge: 0
Frontier orbital gap (hartree): 0.36680
Structure (SMILES): C=CC=C.O.O

Last column: Mulliken charge in e.
Geometry (Å):
C  -0.194  2.369  0.917  -0.950
C  0.186  1.190  0.426  0.328
C  1.550  0.722  0.750  -0.025
C  1.946  -0.536  0.626  -0.162
H  0.453  3.119  1.351  0.266
H  -1.157  2.791  0.634  0.278
H  -0.512  0.525  -0.055  0.180
H  2.116  1.493  1.265  0.242
H  2.925  -0.951  0.813  0.313
H  1.199  -1.262  0.322  -0.408
H  -1.082  -1.573  0.140  0.331
H  0.055  -2.556  -0.244  0.227
O  -0.813  -2.250  -0.477  -0.643
H  -1.514  -1.139  -2.386  0.340
H  -2.675  -0.950  -1.567  0.300
O  -2.483  -0.993  -2.515  -0.616

[15]
C4H10O2 | the ωB97M-V functional and the def2-TZVPD basis

Values from the calculation:
Total charge: 0
Frontier orbital gap (hartree): 0.34669
Structure (SMILES): C/C=C(/C)O.O

Last column: Mulliken charge in e.
Geometry (Å):
C  2.271  0.685  0.252  -1.091
C  1.024  0.707  -0.595  -0.300
C  0.009  -0.117  -0.420  0.617
O  0.119  -1.037  0.595  -0.578
C  -1.219  -0.145  -1.264  -1.261
H  2.670  -0.331  0.333  0.271
H  2.090  1.052  1.261  0.261
H  3.052  1.299  -0.202  0.354
H  0.996  1.548  -1.274  0.318
H  -0.377  -1.845  0.417  0.423
H  -1.118  -0.849  -2.108  0.315
H  -1.411  0.820  -1.718  0.344
H  -2.118  -0.475  -0.747  0.290
H  -2.323  -1.065  1.574  0.285
H  -1.437  0.056  1.738  0.384
O  -2.230  -0.305  2.158  -0.630

[16]
C4H10O2 | the ωB97M-V functional and the def2-TZVPD basis

Values from the calculation:
Total charge: 0
Frontier orbital gap (hartree): 0.39747
Structure (SMILES): CC(CO)CO

Last column: Mulliken charge in e.
Geometry (Å):
C  0.861  1.502  0.160  -1.521
C  0.449  0.117  -0.321  0.679
C  -1.005  0.252  -0.706  -0.887
O  -1.697  -0.988  -0.832  -0.535
C  0.643  -0.959  0.756  -0.647
O  0.522  -2.268  0.256  -0.548
H  0.592  2.264  -0.582  0.379
H  0.339  1.753  1.094  0.367
H  1.935  1.559  0.341  0.387
H  1.041  -0.193  -1.191  0.229
H  -1.186  0.874  -1.587  0.336
H  -1.513  0.754  0.149  0.386
H  -2.241  -0.732  -0.084  0.383
H  1.649  -0.873  1.181  0.331
H  -0.066  -0.776  1.588  0.280
H  -0.322  -2.285  -0.223  0.383

[17]
C4H10O2 | the ωB97M-V functional and the def2-TZVPD basis

Values from the calculation:
Total charge: 0
Frontier orbital gap (hartree): 0.39673
Structure (SMILES): CC[C@@H](O)CO

Last column: Mulliken charge in e.
Geometry (Å):
C  1.270  0.086  1.862  -1.174
C  0.121  -0.468  1.024  -0.509
C  -0.073  0.305  -0.270  0.261
O  1.157  0.332  -0.967  -0.539
C  -1.131  -0.312  -1.173  -0.559
O  -1.097  0.420  -2.393  -0.539
H  1.378  -0.470  2.799  0.371
H  2.209  0.019  1.306  0.287
H  1.103  1.141  2.111  0.295
H  0.316  -1.521  0.779  0.360
H  -0.817  -0.436  1.594  0.312
H  -0.395  1.335  -0.032  0.155
H  0.950  0.676  -1.849  0.344
H  -2.121  -0.269  -0.696  0.365
H  -0.880  -1.366  -1.362  0.264
H  -1.988  0.528  -2.733  0.306

[18]
C4H10O2 | the ωB97M-V functional and the def2-TZVPD basis

Values from the calculation:
Total charge: 0
Frontier orbital gap (hartree): 0.40272
Structure (SMILES): COCCOC

Last column: Mulliken charge in e.
Geometry (Å):
C  -1.565  2.157  -1.210  -0.702
O  -0.539  1.219  -1.041  -0.294
C  -0.808  0.249  -0.055  -0.441
C  0.421  -0.647  -0.038  -0.372
O  0.622  -1.188  1.244  -0.328
C  1.853  -1.867  1.322  -0.679
H  -1.240  2.842  -1.997  0.238
H  -2.508  1.678  -1.519  0.288
H  -1.750  2.733  -0.290  0.288
H  -0.942  0.706  0.939  0.323
H  -1.728  -0.308  -0.298  0.289
H  0.342  -1.439  -0.800  0.264
H  1.273  -0.006  -0.309  0.312
H  2.180  -1.862  2.365  0.237
H  1.771  -2.908  0.973  0.260
H  2.618  -1.361  0.713  0.317

[19]
C4H10O2 | the ωB97M-V functional and the def2-TZVPD basis

Values from the calculation:
Total charge: 0
Frontier orbital gap (hartree): 0.41115
Structure (SMILES): CC(C)(O)CO

Last column: Mulliken charge in e.
Geometry (Å):
C  -1.345  -0.992  -0.478  -1.508
C  -0.199  -0.162  0.136  1.193
C  -0.415  1.407  0.008  -1.463
O  -0.138  -0.596  1.504  -0.612
C  1.212  -0.433  -0.414  -0.647
O  2.083  0.366  0.383  -0.526
H  -0.979  -1.893  -0.988  0.319
H  -1.979  -1.344  0.344  0.359
H  -1.973  -0.431  -1.177  0.322
H  -0.891  1.677  -0.940  0.370
H  -0.997  1.844  0.826  0.363
H  0.513  2.002  -0.022  0.379
H  0.794  -0.735  1.730  0.409
H  1.524  -1.477  -0.259  0.400
H  1.305  -0.215  -1.488  0.336
H  1.485  0.983  0.835  0.307

[20]
C4H10O2 | the ωB97M-V functional and the def2-TZVPD basis

Values from the calculation:
Total charge: 0
Frontier orbital gap (hartree): 0.39776
Structure (SMILES): CCC(C)=O.O

Last column: Mulliken charge in e.
Geometry (Å):
C  -1.086  -1.324  -0.806  -1.132
C  -0.125  0.558  0.460  0.607
C  -1.025  1.711  0.092  -1.107
O  0.302  0.455  1.598  -0.674
C  0.173  -0.463  -0.610  -0.252
O  2.899  -0.247  0.906  -0.660
H  -0.830  -2.309  -1.205  0.344
H  -1.591  -1.475  0.155  0.335
H  -1.800  -0.854  -1.490  0.297
H  -1.603  1.515  -0.815  0.312
H  -1.686  1.938  0.930  0.332
H  -0.388  2.585  -0.087  0.300
H  2.080  -0.026  1.381  0.384
H  1.037  -1.049  -0.290  0.312
H  0.439  0.041  -1.547  0.299
H  3.203  -1.056  1.328  0.304

Let's list DFT total energy in order: -13661.769, -6356.969, -6353.820, -6354.449, -6357.228, -6355.890, -6355.969, -6357.144, -6354.964, -6353.803, -6353.603, -6346.559, -6345.861, -8403.318, -8404.386, -8404.360, -8404.917, -8403.816, -8404.382, -8405.191 eV.